Entry from the OMol25 dataset: a molecular structure, C38H38BF3O4S (ωB97M-V with the def2-TZVPD basis set).

XYZ file:
```
85
Properties=species:S:1:pos:R:3
C -2.142 -6.667 -2.035
C -2.617 -5.681 -1.051
C -3.759 -5.723 -0.265
C -3.958 -4.523 0.470
C -3.070 -3.513 0.095
B -2.312 -1.986 2.469
C -3.345 -2.137 0.062
C -4.681 -1.738 0.280
C -5.290 -0.998 -0.705
C -4.513 -0.309 -1.622
C -5.191 0.544 -2.656
F -4.357 1.456 -3.218
F -5.705 -0.230 -3.658
F -6.240 1.236 -2.103
C -3.135 -0.395 -1.573
C -2.551 -1.324 -0.760
O -3.276 -2.880 2.907
C -2.400 -3.693 3.732
C -2.332 -3.016 5.100
C -3.024 -5.046 3.885
C -1.009 -3.689 2.928
C 0.211 -3.289 3.761
C -0.724 -4.968 2.205
O -1.195 -2.647 1.932
S -1.715 -4.231 -0.806
H -2.680 -7.592 -1.855
H -2.322 -6.340 -3.065
H -1.069 -6.806 -1.873
H -4.428 -6.584 -0.259
H -4.795 -4.329 1.135
H -5.269 -2.119 1.103
H -6.365 -0.935 -0.770
H -2.505 0.203 -2.210
H -1.507 -1.562 -0.869
H -1.678 -3.592 5.762
H -1.951 -1.987 5.057
H -3.343 -2.981 5.537
H -2.348 -5.651 4.497
H -3.984 -4.941 4.396
H -3.185 -5.504 2.907
H 0.424 -4.050 4.521
H 1.084 -3.199 3.098
H 0.071 -2.319 4.250
H -0.465 -5.766 2.921
H -1.602 -5.265 1.624
H 0.114 -4.809 1.517
C 2.617 0.946 6.273
O 2.475 0.644 4.866
C 1.230 0.571 4.331
C 1.164 0.185 2.974
C -0.040 -0.155 2.420
C -1.235 -0.048 3.157
C -2.495 -0.481 2.433
C -3.804 -0.074 3.067
C -4.710 0.579 2.234
C -5.898 1.099 2.710
C -6.136 1.059 4.088
O -7.348 1.570 4.563
C -7.408 2.829 5.138
C -8.693 3.228 5.522
C -8.896 4.504 6.033
C -7.812 5.382 6.187
C -6.530 4.958 5.836
C -6.303 3.673 5.318
C -5.276 0.371 4.947
C -4.125 -0.208 4.419
C -1.181 0.481 4.451
C 0.036 0.741 5.060
H 3.687 0.844 6.451
H 2.296 1.970 6.499
H 2.062 0.237 6.896
H 2.090 0.143 2.412
H -0.072 -0.491 1.380
H -2.440 -0.104 1.404
H -4.465 0.673 1.179
H -6.609 1.560 2.022
H -9.506 2.513 5.396
H -9.899 4.806 6.313
H -7.980 6.381 6.594
H -5.684 5.634 5.969
H -5.294 3.338 5.075
H -5.496 0.302 6.015
H -3.450 -0.688 5.122
H -2.056 0.735 5.029
H 0.069 1.088 6.098
```

Net charge: 0
2S+1: 1
Calculated total energy, a.u.: -2494.4467
HOMO-LUMO gap, eV: 7.178

=====

Entry from the OMol25 dataset: a molecular structure, C38H38LuN3O5PS (ωB97M-V with the def2-TZVPD basis set).

XYZ file:
```
87
Properties=species:S:1:pos:R:3
Lu 13.662 12.145 13.059
N 11.643 11.406 14.459
C 10.757 12.554 14.755
C 11.470 13.896 14.682
O 10.850 14.897 15.169
N 12.648 13.879 14.146
C 13.418 15.139 14.148
C 14.916 14.869 13.695
O 15.760 15.727 13.915
O 15.152 13.741 13.086
H 11.040 10.737 13.997
H 12.052 10.959 15.293
H 10.275 12.444 15.738
H 9.989 12.618 14.002
H 13.373 15.633 15.137
H 13.007 15.779 13.343
O 12.510 11.043 11.663
N 12.931 10.095 10.754
C 12.086 9.098 10.415
C 12.484 8.040 9.615
C 13.847 7.965 9.219
C 14.727 8.984 9.646
C 14.209 10.112 10.340
S 15.291 11.288 10.867
H 11.081 9.224 10.804
H 11.790 7.299 9.266
H 14.182 7.122 8.585
H 15.826 8.856 9.581
C 8.582 12.565 10.788
C 8.092 13.759 10.027
C 6.872 13.766 9.313
C 6.400 14.942 8.736
C 7.108 16.122 8.807
C 8.376 16.144 9.447
C 8.848 14.959 10.022
P 10.539 14.919 10.611
C 10.966 16.658 11.078
C 10.561 16.805 12.423
C 10.770 17.923 13.200
C 11.656 18.920 12.734
C 12.100 18.814 11.425
C 11.767 17.716 10.582
C 12.449 17.691 9.241
C 11.493 14.622 9.106
C 11.046 14.667 7.793
C 11.816 14.190 6.732
C 13.014 13.514 6.898
C 13.537 13.520 8.212
C 12.862 14.170 9.303
C 13.445 14.242 10.548
H 8.762 12.776 11.878
H 9.571 12.293 10.395
H 7.958 11.671 10.698
H 6.300 12.870 9.299
H 5.464 14.946 8.168
H 6.675 17.086 8.416
H 8.983 17.029 9.560
H 9.978 15.963 12.839
H 10.395 17.906 14.243
H 11.931 19.805 13.293
H 12.721 19.579 10.974
H 12.815 18.733 9.017
H 11.686 17.423 8.498
H 13.231 16.901 9.121
H 10.104 15.161 7.463
H 11.383 14.363 5.728
H 13.570 13.033 6.091
H 14.496 13.063 8.498
H 12.908 14.671 11.397
H 14.460 13.854 10.687
C 16.899 11.392 14.843
C 15.704 10.536 14.930
O 14.532 10.932 14.500
C 15.821 9.203 15.485
C 14.810 8.202 15.293
C 14.930 6.964 15.917
C 15.971 6.742 16.854
C 16.946 7.699 17.060
C 16.886 8.903 16.321
H 16.772 12.284 14.225
H 17.778 10.817 14.536
H 17.170 11.751 15.872
H 13.996 8.491 14.654
H 14.209 6.185 15.685
H 16.105 5.740 17.326
H 17.767 7.555 17.772
H 17.674 9.615 16.440
```

Net charge: -2
2S+1: 2
Calculated total energy, a.u.: -3986.5044
Expectation value of S²: 0.77
HOMO-LUMO gap (alpha / beta), eV: 4.144 / 4.138

=====

Entry from the OMol25 dataset: a molecular structure, C38H39BF6GaO (ωB97M-V with the def2-TZVPD basis set).

XYZ file:
```
86
Properties=species:S:1:pos:R:3
C 2.493 -3.746 -1.103
C 1.832 -2.300 -1.509
B 0.218 -2.168 -1.228
O -0.318 -0.779 -1.009
Ga -1.166 -3.709 -1.185
H 2.356 -4.576 -1.949
H 2.178 -4.154 -0.052
H 3.672 -3.563 -1.046
H 1.988 -2.139 -2.676
H 2.388 -1.422 -0.926
H 0.246 -0.231 -1.661
H -1.712 -3.946 0.332
H -2.475 -3.209 -2.017
H -0.543 -5.056 -1.820
F 0.897 0.340 -3.805
C 0.613 1.610 -4.124
C 0.160 2.478 -3.136
C -0.131 3.802 -3.467
C 0.025 4.240 -4.784
C 0.476 3.360 -5.769
C 0.777 2.039 -5.436
H 0.036 2.117 -2.120
H -0.479 4.490 -2.701
H -0.206 5.271 -5.042
H 0.593 3.702 -6.794
H 1.137 1.344 -6.187
F 1.300 5.435 -0.872
C 0.668 5.471 0.308
C -0.302 4.516 0.594
C -0.958 4.550 1.825
C -0.643 5.546 2.753
C 0.328 6.503 2.455
C 0.991 6.462 1.229
H -0.539 3.755 -0.142
H -1.712 3.804 2.061
H -1.158 5.574 3.711
H 0.569 7.279 3.177
H 1.755 7.192 0.984
F -4.444 4.755 2.833
C -5.055 4.031 1.885
C -6.150 4.566 1.216
C -6.783 3.815 0.225
C -6.320 2.532 -0.078
C -5.223 2.002 0.604
C -4.583 2.758 1.586
H -6.501 5.561 1.470
H -7.635 4.227 -0.310
H -6.816 1.945 -0.847
H -4.867 1.002 0.369
H -3.724 2.365 2.119
F 4.330 -4.049 1.731
C 4.248 -2.780 2.152
C 3.399 -2.462 3.206
C 3.318 -1.141 3.648
C 4.079 -0.151 3.022
C 4.924 -0.479 1.961
C 5.014 -1.802 1.527
H 2.810 -3.243 3.675
H 2.663 -0.884 4.477
H 4.012 0.880 3.364
H 5.512 0.294 1.473
H 5.672 -2.076 0.710
F -3.323 -0.474 -8.140
C -3.180 -1.516 -7.311
C -2.159 -1.505 -6.367
C -2.014 -2.588 -5.500
C -2.884 -3.676 -5.595
C -3.902 -3.681 -6.549
C -4.055 -2.593 -7.408
H -1.488 -0.654 -6.314
H -1.224 -2.585 -4.753
H -2.767 -4.523 -4.922
H -4.576 -4.531 -6.624
H -4.846 -2.575 -8.150
F 1.211 -2.481 7.185
C 2.230 -3.344 7.289
C 3.534 -2.862 7.332
C 4.595 -3.760 7.446
C 4.341 -5.133 7.505
C 3.029 -5.607 7.457
C 1.968 -4.708 7.354
H 3.712 -1.793 7.276
H 5.617 -3.393 7.487
H 5.169 -5.833 7.590
H 2.834 -6.676 7.500
H 0.942 -5.059 7.324
```

Net charge: -1
2S+1: 1
Calculated total energy, a.u.: -4095.4294
HOMO-LUMO gap, eV: 6.268

=====

Entry from the OMol25 dataset: 10 unconnected molecules or ions with the total composition C38H39Br2F12O30P (ωB97M-V with the def2-TZVPD basis set).

XYZ file:
```
122
Properties=species:S:1:pos:R:3
C 2.054 -0.083 3.188
C 3.097 -0.194 1.930
P 2.726 0.955 0.452
C 4.461 1.337 -0.304
C 1.874 2.530 1.123
C 0.550 3.065 0.676
C -0.407 2.445 -0.500
C -1.868 1.896 0.004
C -1.799 0.664 1.095
F -1.401 1.229 2.429
Br -0.578 -0.807 0.503
C -3.337 0.049 1.338
F -4.099 1.071 2.097
F -4.071 -0.198 0.077
Br -3.182 -1.727 2.274
C 0.399 4.360 1.670
O -0.778 5.001 1.916
O 1.725 4.687 2.292
C 2.544 3.448 2.316
O 3.593 3.228 3.115
H 2.653 -0.470 4.146
H 1.125 -0.782 3.053
H 1.696 1.000 3.450
H 3.026 -1.306 1.520
H 4.207 -0.053 2.326
H 4.483 2.279 -0.999
H 4.749 0.391 -0.964
H 5.276 1.406 0.542
H 0.170 1.592 -1.058
H -0.613 3.328 -1.277
H -2.400 1.442 -0.963
H -2.594 2.762 0.373
O 3.023 -1.704 -0.821
C 3.907 -2.150 -1.534
O 3.709 -3.102 -2.496
C 4.939 -3.244 -3.176
C 5.924 -2.759 -2.168
F 6.984 -2.175 -2.771
O 5.213 -1.767 -1.463
H 4.925 -2.631 -4.084
H 5.113 -4.286 -3.460
H 6.270 -3.530 -1.471
O -5.496 -6.360 3.288
C -6.166 -5.354 3.126
O -5.652 -4.086 3.094
C -6.724 -3.229 2.756
C -7.915 -4.018 3.179
F -8.976 -3.754 2.383
O -7.519 -5.354 2.962
H -6.706 -3.032 1.679
H -6.646 -2.276 3.288
H -8.194 -3.883 4.229
O 0.404 10.982 -0.072
C 0.247 9.772 -0.045
O -0.447 9.110 0.931
C -0.507 7.756 0.528
C 0.662 7.638 -0.388
F 0.422 6.734 -1.363
O 0.748 8.915 -0.978
H -1.461 7.570 0.024
H -0.430 7.087 1.390
H 1.605 7.402 0.117
O -3.462 8.196 -3.404
C -2.898 9.269 -3.539
O -2.680 10.155 -2.520
C -1.892 11.197 -3.059
C -2.194 11.111 -4.516
F -1.124 11.486 -5.253
O -2.416 9.735 -4.725
H -0.837 11.008 -2.833
H -2.174 12.163 -2.632
H -3.078 11.678 -4.826
O 4.920 -4.937 -5.696
C 3.705 -4.864 -5.773
O 2.943 -3.978 -5.061
C 1.618 -4.125 -5.530
C 1.624 -5.506 -6.092
F 0.774 -5.604 -7.139
O 2.940 -5.660 -6.572
H 1.414 -3.360 -6.288
H 0.898 -4.011 -4.715
H 1.406 -6.289 -5.359
O -0.149 -2.089 -3.612
C -1.231 -1.526 -3.593
O -1.648 -0.699 -2.586
C -2.883 -0.153 -3.002
C -3.364 -1.160 -3.991
F -4.097 -0.570 -4.962
O -2.175 -1.650 -4.567
H -2.712 0.832 -3.450
H -3.567 -0.040 -2.157
H -3.928 -1.988 -3.549
O 3.784 -4.172 3.827
C 2.790 -4.033 4.520
O 2.217 -2.824 4.806
C 1.027 -3.104 5.516
C 1.299 -4.455 6.082
F 0.158 -5.173 6.185
O 2.119 -5.062 5.110
H 0.181 -3.098 4.821
H 0.849 -2.355 6.292
H 1.819 -4.441 7.046
O -0.236 -6.177 9.703
C -0.354 -7.185 9.026
O -1.548 -7.800 8.768
C -1.272 -8.840 7.852
C 0.176 -9.104 8.090
F 0.785 -9.509 6.953
O 0.688 -7.839 8.442
H -1.477 -8.491 6.834
H -1.893 -9.716 8.054
H 0.375 -9.819 8.895
O -0.953 2.606 -3.511
C -0.070 2.160 -4.224
O -0.268 1.208 -5.186
C 0.963 1.066 -5.867
C 1.948 1.551 -4.859
F 3.008 2.135 -5.462
O 1.236 2.543 -4.154
H 0.949 1.679 -6.774
H 1.137 0.024 -6.150
H 2.293 0.780 -4.161
```

Net charge: 0
2S+1: 1
Calculated total energy, a.u.: -10416.2157
SMILES: CCP(C)C1=C(CC[C@](F)(Br)C(F)(F)Br)C(=O)OC1=O.O=C1OC[C@@H](F)O1.O=C1OC[C@@H](F)O1.O=C1OC[C@@H](F)O1.O=C1OC[C@@H](F)O1.O=C1OC[C@@H](F)O1.O=C1OC[C@@H](F)O1.O=C1OC[C@@H](F)O1.O=C1OC[C@@H](F)O1.O=C1OC[C@@H](F)O1
HOMO-LUMO gap, eV: 6.584

=====

Entry from the OMol25 dataset: a molecular structure, C38H39F18MgO21Zr2 (ωB97M-V with the def2-TZVPD basis set).

XYZ file:
```
119
Properties=species:S:1:pos:R:3
Zr -2.418 -21.751 -16.357
Zr -6.814 -18.159 -11.743
Mg -5.891 -14.516 -17.070
C -3.679 -18.520 -13.887
C -3.122 -19.238 -14.957
C -3.634 -18.994 -16.380
O -3.287 -19.885 -17.188
C -4.543 -17.946 -16.581
C -4.836 -17.061 -15.547
C -4.556 -17.502 -14.114
O -5.351 -17.269 -13.102
O -5.354 -15.927 -15.731
O -2.323 -20.190 -14.880
H -3.583 -19.043 -12.947
H -4.734 -17.652 -17.606
C -4.491 -21.485 -12.710
C -4.320 -22.115 -13.959
C -5.209 -21.800 -15.091
O -4.789 -22.055 -16.240
C -6.343 -20.990 -14.951
C -6.544 -20.401 -13.741
C -5.619 -20.743 -12.510
O -5.888 -20.009 -11.466
O -7.257 -19.357 -13.418
O -3.261 -22.727 -14.175
H -3.724 -21.455 -11.947
H -6.943 -20.720 -15.808
C 0.629 -19.160 -17.838
C -0.165 -20.348 -18.335
O -0.735 -21.095 -17.284
H 1.394 -19.496 -17.135
H -0.022 -18.479 -17.278
H 1.148 -18.619 -18.625
H 0.508 -21.012 -18.890
H -0.899 -20.047 -19.092
C -0.617 -12.694 -17.248
C -1.962 -13.369 -17.330
O -1.872 -14.526 -18.219
C -2.926 -15.062 -18.687
O -4.077 -14.823 -18.335
C -2.660 -16.042 -19.844
F -1.381 -16.330 -19.960
F -3.347 -17.182 -19.614
F -3.070 -15.506 -20.982
H -0.689 -11.712 -16.795
H -0.232 -12.599 -18.267
H 0.132 -13.346 -16.798
H -2.688 -12.673 -17.759
H -2.360 -13.708 -16.369
C -0.427 -21.892 -11.616
C -0.236 -23.254 -12.226
O 0.700 -23.221 -13.324
C 0.405 -22.718 -14.455
O -0.650 -22.132 -14.697
C 1.570 -22.817 -15.478
F 1.008 -23.160 -16.651
F 2.115 -21.610 -15.609
F 2.474 -23.684 -15.115
H -1.079 -21.918 -10.739
H -0.874 -21.182 -12.319
H 0.471 -21.396 -11.243
H -1.195 -23.587 -12.624
H 0.107 -23.984 -11.503
C -7.618 -13.430 -7.689
C -7.247 -14.473 -8.695
O -6.433 -13.902 -9.773
C -6.057 -14.616 -10.744
O -6.080 -15.854 -10.807
C -5.358 -13.802 -11.862
F -4.067 -13.741 -11.591
F -5.616 -14.361 -13.052
F -5.842 -12.569 -11.905
H -6.761 -12.877 -7.290
H -7.877 -13.929 -6.749
H -8.379 -12.696 -7.937
H -8.071 -15.048 -9.119
H -6.639 -15.188 -8.132
C -9.489 -18.651 -18.550
C -8.036 -18.243 -18.559
O -7.767 -17.310 -19.644
C -7.203 -16.186 -19.455
O -6.783 -15.785 -18.362
C -7.005 -15.336 -20.734
F -7.840 -14.306 -20.669
F -5.748 -14.951 -20.827
F -7.362 -16.051 -21.791
H -9.696 -19.192 -17.625
H -9.733 -19.310 -19.382
H -10.199 -17.824 -18.575
H -7.359 -19.072 -18.769
H -7.772 -17.848 -17.578
C -3.758 -19.795 -6.801
C -4.155 -19.516 -8.225
O -3.200 -18.579 -8.806
C -3.473 -17.923 -9.871
O -4.495 -17.960 -10.535
C -2.311 -17.031 -10.332
F -1.194 -17.228 -9.692
F -2.083 -17.256 -11.642
F -2.685 -15.755 -10.158
H -2.797 -20.307 -6.756
H -4.440 -20.549 -6.395
H -3.783 -18.967 -6.098
H -5.195 -19.195 -8.306
H -4.073 -20.444 -8.797
C -4.756 -20.299 -22.134
C -4.434 -20.696 -20.722
O -4.725 -22.085 -20.524
C -4.234 -22.686 -19.505
O -3.493 -22.183 -18.679
C -4.602 -24.191 -19.494
F -5.452 -24.508 -20.438
F -3.457 -24.850 -19.670
F -5.126 -24.496 -18.301
H -5.825 -20.329 -22.342
H -4.188 -20.870 -22.865
H -4.510 -19.247 -22.304
H -5.047 -20.061 -20.074
H -3.400 -20.462 -20.469
```

Net charge: +5
2S+1: 1
Calculated total energy, a.u.: -5141.6346
HOMO-LUMO gap, eV: 5.626